(1)
165
Properties=species:S:1:pos:R:3 method="wB97M-V/def2-TZVPD" energy_ev=-155747.3402 homo_lumo_gap_ev=6.3823 charge=+1 lumo_ev=-2.43 spin_multiplicity=1
C 2.2532 3.9723 2.5084
C 1.0502 3.5502 1.4695
C 1.4674 2.0644 0.8461
O 2.9227 1.8636 0.7759
C 3.1422 0.4190 0.5912
C 4.7600 0.1707 0.5903
C 5.1438 -1.3588 1.1481
C 6.7088 -1.7732 0.8707
C 7.8037 -0.5972 1.1991
C 8.5175 0.0561 -0.1475
C 9.6796 -0.9216 -0.8094
O 9.1449 -2.0099 -1.6424
C 8.7824 -1.5573 -2.9943
C 8.8944 -0.0311 -3.5820
O 8.2564 -2.4926 -3.8334
C 2.3105 -0.2696 -0.6341
P 3.3356 -0.4518 -2.2816
S 4.5398 -2.0272 -2.2280
N 0.9181 0.2967 -0.8691
O 0.0361 -0.3924 -0.0759
C 0.8176 1.8118 -0.6793
C -0.7427 2.3302 -0.5366
C -1.7861 1.7189 -1.6362
C -3.1897 1.3805 -0.7902
C -4.2448 0.7928 -1.9096
C -3.8136 2.6793 -0.0138
C -4.1663 2.4523 1.5689
C -4.7248 0.9638 1.9598
C -6.1140 0.4569 1.8025
C -6.8556 -0.2194 3.1405
C -7.0024 0.4458 0.4207
C 1.7376 2.7037 -1.6810
C 1.1983 2.9610 -3.1943
C 0.8382 1.6328 -4.0800
C 0.0019 4.1258 -3.3083
H 3.2538 4.2723 1.9567
H 2.5195 2.9828 3.1210
H 1.8626 4.8047 3.2492
H 0.0679 3.3587 2.1048
H 0.8019 4.3485 0.6512
H 1.0578 1.2884 1.6386
H 2.7390 -0.0957 1.5912
H 5.3166 0.4522 -0.3980
H 5.2036 0.8995 1.4263
H 4.8691 -1.3460 2.3098
H 4.3702 -2.1318 0.6712
H 6.8535 -2.0967 -0.2660
H 7.0507 -2.7282 1.4993
H 8.6494 -0.9711 1.9490
H 7.2926 0.3250 1.7573
H 7.6677 0.2540 -0.9301
H 9.0953 1.0479 0.1797
H 10.2078 -1.4498 0.1219
H 10.5085 -0.2689 -1.3159
H 9.9826 0.2027 -4.0068
H 8.1676 0.0377 -4.5239
H 8.5965 0.8156 -2.8310
H 2.1375 -1.4073 -0.3107
H 4.0834 0.7329 -2.6145
H 2.3284 -0.8092 -3.2904
H 0.6566 -0.0113 -1.8543
H 0.4502 -0.6208 0.8037
H -1.1099 1.9556 0.5334
H -0.8735 3.4923 -0.5389
H -2.1091 2.4484 -2.4908
H -1.4293 0.6508 -2.0325
H -2.9053 0.4730 -0.0927
H -4.7786 -0.1733 -1.5209
H -3.5928 0.4531 -2.8449
H -4.9639 1.6350 -2.2922
H -4.8360 2.9588 -0.5574
H -3.1526 3.6595 -0.0813
H -3.2442 2.6715 2.2846
H -4.9857 3.2652 1.8717
H -3.9302 0.2068 2.4278
H -7.3358 0.5780 3.8494
H -7.6464 -1.0372 2.8518
H -6.0056 -0.7651 3.7426
H -6.5400 -0.4195 -0.2586
H -6.9403 1.4369 -0.1982
H -8.1324 0.1075 0.6032
H 2.8684 2.3393 -1.7822
H 1.8343 3.7862 -1.1837
H 2.1160 3.4689 -3.7707
H -0.0340 0.9716 -3.6720
H 1.8417 1.0661 -4.2854
H 0.4721 2.0325 -5.1439
H -0.9121 3.6467 -3.8596
H 0.3799 5.0070 -4.0199
H -0.2430 4.6320 -2.2830
C 8.2144 4.3798 0.3431
C 7.0444 4.6013 -0.6143
C 5.7730 4.1508 0.1032
S 6.0788 4.3739 1.8492
O 6.0911 3.0730 2.4846
O 5.2658 5.4689 2.3396
C 7.7613 4.9376 1.6841
H 9.1260 4.8712 -0.0092
H 8.4205 3.3065 0.4329
H 6.9710 5.6677 -0.8600
H 7.1816 4.0569 -1.5538
H 4.9093 4.7509 -0.1939
H 5.5686 3.0910 -0.0724
H 8.3597 4.5785 2.5231
H 7.7479 6.0315 1.6714
C -9.9173 -5.6979 4.8777
C -10.7685 -4.4295 4.9154
C -9.8138 -3.2371 4.9416
S -8.3225 -3.7728 4.1165
O -7.2445 -3.7964 5.0828
O -8.2089 -3.0877 2.8444
C -8.8520 -5.4484 3.8205
H -10.5167 -6.5824 4.6433
H -9.4466 -5.8564 5.8553
H -11.3929 -4.3824 4.0149
H -11.4389 -4.4176 5.7805
H -10.2313 -2.3758 4.4141
H -9.5523 -2.9561 5.9655
H -8.0019 -6.1283 3.8984
H -9.2784 -5.4917 2.8139
C 15.4079 -1.5141 -1.8437
C 14.2379 -1.2926 -2.8011
C 12.9666 -1.7432 -2.0836
S 13.2724 -1.5201 -0.3376
O 13.2847 -2.8209 0.2978
O 12.4594 -0.4251 0.1528
C 14.9548 -0.9564 -0.5027
H 16.3196 -1.0228 -2.1960
H 15.6140 -2.5874 -1.7539
H 14.1646 -0.2262 -3.0468
H 14.3751 -1.8370 -3.7406
H 12.1028 -1.1431 -2.3807
H 12.7622 -2.8029 -2.2592
H 15.5533 -1.3155 0.3363
H 14.9415 0.1376 -0.5154
C -4.3753 -2.5435 -5.0400
C -4.6800 -4.0405 -5.0693
C -5.5144 -4.3630 -3.8309
S -6.4029 -2.8675 -3.4236
O -5.9250 -2.3812 -2.1463
O -7.8121 -3.0590 -3.7026
C -5.6946 -1.8604 -4.7119
H -3.9675 -2.1933 -5.9928
H -3.6376 -2.3317 -4.2569
H -5.2542 -4.2781 -5.9731
H -3.7644 -4.6394 -5.0954
H -6.2279 -5.1679 -4.0249
H -4.8812 -4.6238 -2.9784
H -5.5714 -0.8349 -4.3595
H -6.3748 -1.8856 -5.5684
C -15.2179 -1.9385 2.7348
C -15.3945 -0.5089 3.2444
C -14.3797 -0.2932 4.3659
S -13.0089 -1.3842 4.0160
O -12.9385 -2.3849 5.0599
O -11.8600 -0.5945 3.6199
C -13.7188 -2.1330 2.5631
H -15.7548 -2.1043 1.7962
H -15.6060 -2.6462 3.4771
H -15.1974 0.1963 2.4279
H -16.4152 -0.3275 3.5953
H -14.0239 0.7398 4.3933
H -14.7937 -0.5707 5.3392
H -13.4259 -3.1826 2.5025
H -13.3483 -1.5872 1.6903

---

(2)
25
Properties=species:S:1:pos:R:3 method="wB97M-V/def2-TZVPD" smiles="N[C@@]1(S(=O)(=O)O)CCc2ccccc21" energy_ev=-27978.8493 homo_lumo_gap_ev=9.8335 relative_energy_ev=1.048 charge=0 lumo_ev=0.53 spin_multiplicity=1
C 2.8993 -1.2754 -0.4964
C 2.0310 -2.0711 0.2333
C 2.5545 0.0181 -0.8591
C 0.7839 -1.5936 0.6181
C 1.3153 0.5109 -0.4845
C 0.4828 -0.3116 0.2432
C 0.7505 1.8701 -0.7612
C -0.7212 1.8646 -0.2889
C -1.0049 0.5967 0.4931
N -1.3743 0.7337 1.8383
O -1.7949 -0.8105 -1.7186
O -2.3961 -1.6793 0.5644
O -3.5328 0.2876 -0.3621
S -2.2546 -0.3762 -0.4351
H 3.8614 -1.6683 -0.7901
H 2.3254 -3.0736 0.5043
H 3.2395 0.6275 -1.4297
H 0.0889 -2.2052 1.1687
H 1.3256 2.6228 -0.2173
H 0.8204 2.1073 -1.8232
H -0.9334 2.7360 0.3320
H -1.3933 1.8898 -1.1485
H -1.5198 -0.1747 2.2612
H -2.2263 1.2791 1.9249
H -3.3269 -1.9047 0.6331